Below is a 2-piece molecular cluster, C7H14N3O2 overall at a distorted geometry, with properties calculated with the ωB97M-V functional and the def2-TZVPD basis.

## Properties
largest force on an atom	0.0652	Eh/bohr
lowest unoccupied orbital energy (alpha / beta)	-0.13201 / -0.26465	Ha
charge	+1
⟨S²⟩	2.01
2S+1	3

Geometry (Å):
1 O -1.390 -2.284 0.492
2 O -4.142 0.527 0.199
3 N -0.445 -2.231 -1.532
4 N -2.807 0.087 0.307
5 N -2.022 1.908 -0.850
6 C -1.870 0.721 -0.232
7 C 0.410 -0.861 0.335
8 C -0.462 -1.856 -0.244
9 C 2.633 0.286 0.086
10 C 1.678 1.389 -0.100
11 C 0.294 -0.590 1.741
12 C 1.220 -0.023 -0.522
13 H 2.729 -0.023 1.227
14 H 1.687 2.149 -0.864
15 H 0.760 0.397 1.964
16 H -4.522 0.065 -0.588
17 H 0.153 -2.002 -2.244
18 H 0.991 -1.332 2.057
19 H -1.200 2.462 -0.857
20 H 3.387 -0.005 -0.613
21 H -2.813 2.426 -0.534
22 H 1.172 -0.431 -1.550
23 H -1.195 -2.897 -1.648
24 H -0.583 -0.720 2.392
25 H -2.659 -0.742 0.777
26 H 1.069 1.630 0.747


Below is a 2-piece molecular cluster, C4H8ClN4O overall at a distorted geometry, with properties calculated with the ωB97M-V functional and the def2-TZVPD basis.

## Properties
largest force on an atom	0.0800	Eh/bohr
lowest unoccupied orbital energy (alpha / beta)	-0.15835 / -0.15840	Ha
charge	+1
2S+1	1

Geometry (Å):
1 Cl 2.157 1.737 0.896
2 O 0.108 0.303 -2.785
3 N -0.658 0.340 1.461
4 N -0.565 -0.806 1.904
5 N -1.733 -0.748 -1.771
6 N 0.758 -0.606 0.023
7 C -0.841 -0.084 -2.212
8 C 0.607 1.889 -0.023
9 C -0.110 0.585 0.262
10 C 0.187 -1.548 1.003
11 H 0.971 -2.185 1.479
12 H 1.677 -0.280 0.157
13 H -1.213 1.119 1.983
14 H 0.876 2.079 -1.038
15 H -0.380 -2.338 0.620
16 H 0.739 -0.854 -1.040
17 H -2.536 -1.221 -1.406
18 H -0.041 2.618 0.488


Below is one molecule with the formula C5H8N2 at a distorted geometry, with properties calculated with the ωB97M-V functional and the def2-TZVPD basis.

## Properties
largest force on an atom	0.1252	Eh/bohr
lowest unoccupied orbital energy (alpha / beta)	0.02813 / -0.12733	Ha
⟨S²⟩	2.01
2S+1	3

Geometry (Å):
1 N -2.613 -0.663 -0.641
2 N 1.346 -0.291 -1.313
3 C -0.142 0.444 0.515
4 C 0.775 -0.519 -0.231
5 C 0.859 -1.764 0.431
6 C -0.390 1.867 0.040
7 C -1.675 -0.254 -0.154
8 H -1.429 2.093 0.140
9 H -0.158 2.013 -1.033
10 H -0.223 -2.215 0.247
11 H 0.971 -1.641 1.571
12 H 0.273 2.549 0.589
13 H -0.267 0.349 1.583
14 H 1.482 -2.542 -0.054
15 H 1.190 0.574 -1.691


Below is C27H29FeN7S as an isolated structure at a distorted geometry, with properties calculated with the ωB97M-V functional and the def2-TZVPD basis.

## Properties
largest force on an atom	0.0324	Eh/bohr
lowest unoccupied orbital energy (alpha / beta)	-0.35964 / -0.40156	Ha
charge	+3
⟨S²⟩	0.80
2S+1	2

Geometry (Å):
1 Fe -0.504 -0.371 -0.270
2 S -0.523 -2.892 -0.230
3 N -0.562 -0.759 1.808
4 N -0.463 1.672 -0.215
5 N -2.486 -0.554 -0.128
6 N -0.365 -0.613 -2.232
7 N -3.635 5.090 -1.013
8 N 1.542 -0.398 -0.516
9 N 1.401 1.930 1.254
10 C -1.483 2.445 -0.419
11 C 3.828 -0.552 0.186
12 C -0.037 -3.168 1.491
13 C 0.327 -1.871 2.203
14 C 1.537 2.549 3.546
15 C -3.060 -1.825 -0.651
16 C 2.540 -0.067 0.328
17 C -0.156 4.506 -0.587
18 C 0.998 -1.575 -3.939
19 C -2.330 -3.086 -0.211
20 C -1.203 -0.800 -4.462
21 C 1.046 2.738 2.278
22 C -1.974 -0.964 2.235
23 C -0.023 -1.403 -4.865
24 C 0.945 3.763 -0.352
25 C 2.431 1.507 3.763
26 C 2.763 0.665 2.713
27 C 0.794 -1.162 -2.636
28 C -2.632 4.554 -0.819
29 C -1.330 -0.419 -3.138
30 C 4.098 -1.445 -0.847
31 C 2.232 0.867 1.449
32 C 1.851 -1.144 -1.595
33 C 0.856 2.290 -0.123
34 C -1.420 3.863 -0.601
35 C 3.099 -1.736 -1.754
36 C -2.877 -0.229 1.266
37 H 1.508 1.785 -0.831
38 H 2.854 1.343 4.746
39 H -2.890 0.170 -0.715
40 H -0.220 0.082 2.265
41 H 1.241 3.223 4.338
42 H 1.935 4.203 -0.356
43 H -2.182 -2.031 2.253
44 H 0.115 -1.716 -5.891
45 H 0.380 3.552 2.026
46 H -2.465 1.989 -0.477
47 H 1.341 -1.595 1.933
48 H -2.010 -0.617 -5.158
49 H -4.112 -1.896 -0.365
50 H -2.147 -0.602 3.249
51 H -2.236 0.063 -2.792
52 H 3.288 -2.397 -2.588
53 H -3.031 -1.762 -1.736
54 H -2.739 0.846 1.402
55 H 5.088 -1.866 -0.963
56 H -2.635 -3.447 0.769
57 H -3.932 -0.444 1.447
58 H 4.618 -0.220 0.846
59 H 1.941 -2.003 -4.247
60 H -0.092 5.570 -0.773
61 H 0.831 -3.826 1.479
62 H -2.574 -3.879 -0.917
63 H 0.307 -2.034 3.285
64 H -0.832 -3.724 1.986
65 H 3.425 -0.174 2.871